[1]
Molecular formula: C53H68GeN5PtS
Method: DFT, the ωB97M-V functional and the def2-TZVPD basis

```
! RIJCOSX wB97M-V def2-TZVPD def2/J DEFGRID3
* xyz 1 1
Pt 0.06 0.08 -0.11
Ge -0.07 -1.65 -1.91
S 2.31 -0.57 0.04
N 2.28 -2.65 1.94
N -0.06 1.45 1.51
N -1.68 1.04 -0.61
N 0.09 -2.27 1.26
N 4.22 -1.85 1.30
C -0.49 -1.89 -4.77
C -2.43 4.12 1.11
C 0.62 -4.64 -2.28
C -0.48 -5.51 -1.66
C 0.92 1.70 2.47
C -4.42 -0.20 -1.26
C -0.88 -4.30 2.86
C -1.50 1.76 4.87
C -3.42 0.41 -2.23
C 2.87 2.37 4.33
C 1.75 1.66 4.72
C 1.16 -2.30 -6.69
C -4.11 5.69 0.48
C -0.28 2.60 -2.53
C -1.46 1.72 -2.90
C -1.89 1.67 -4.22
C 4.47 -2.82 2.23
C -1.20 -0.35 3.54
C -1.73 -3.60 2.02
C 0.94 -3.38 -1.49
C 5.21 -1.06 0.62
C -2.62 6.04 2.51
C -1.01 2.35 1.25
C 3.01 2.77 3.01
C -3.73 3.69 -0.87
C 3.29 -3.32 2.63
C -1.87 -4.91 -1.77
C -0.59 4.05 -2.89
C -2.74 3.28 0.00
C -1.20 -2.58 1.26
C -4.40 4.90 -0.60
C 0.45 -1.19 -3.81
C -0.15 -1.65 -6.24
C -3.81 0.40 -3.57
C -0.90 4.35 2.95
C 1.90 4.45 0.63
C -1.36 3.61 1.88
C -1.56 5.56 3.25
C -4.33 -1.72 -1.24
C -1.84 2.14 0.12
C 3.57 2.70 0.01
C 0.74 1.33 3.82
C -2.20 1.03 -1.92
C 0.92 -2.96 2.04
C 2.88 -1.73 1.13
C -0.50 0.69 4.42
C 1.05 2.18 -3.18
C -3.08 5.32 1.38
C -3.04 0.99 -4.56
C 2.06 2.43 2.07
C 0.46 -3.97 2.88
C -4.39 0.32 0.17
C 2.20 2.95 0.65
H 5.46 -3.10 2.53
H 5.09 -1.15 -0.46
H -4.65 6.61 0.65
H -1.56 -1.98 -2.06
H -1.99 2.22 4.01
H 0.35 -4.41 -3.31
H -4.00 3.11 -1.74
H -4.38 -2.14 -2.25
H -0.66 4.18 -3.97
H 1.46 2.44 0.02
H 1.49 -1.50 -3.95
H -3.10 6.97 2.78
H -1.94 -4.00 -1.17
H -2.78 -3.85 1.95
H -2.26 1.30 5.49
H 1.39 1.23 -2.77
H -1.81 -1.97 0.60
H -0.47 -6.47 -2.18
H -1.34 2.20 -4.98
H -0.07 4.04 3.55
H 0.20 4.70 -2.51
H -0.25 -5.70 -0.61
H 1.99 -3.12 -1.67
H -5.41 0.06 -1.67
H -0.11 -0.58 -6.44
H -0.49 -1.12 3.28
H 0.96 2.11 -4.26
H -1.50 -1.54 -4.58
H 1.39 -2.00 -7.70
H -2.03 -0.79 4.10
H 3.58 3.19 -0.96
H 0.87 -3.61 -0.43
H 5.11 -0.01 0.89
H 0.40 -0.12 -4.00
H -2.63 -5.61 -1.41
H -3.47 0.02 0.67
H 1.53 -5.25 -2.32
H -2.10 -4.66 -2.80
H 3.62 2.64 5.06
H -0.47 -2.97 -4.58
H 4.38 3.10 0.61
H -1.21 6.13 4.10
H -5.18 5.20 -1.28
H 1.64 1.38 5.75
H -5.23 -0.09 0.72
H -1.60 0.09 2.63
H -3.38 0.96 -5.58
H -4.74 -0.06 -3.84
H -5.15 -2.14 -0.66
H 1.89 4.81 -0.39
H -0.96 -2.06 -6.84
H 2.67 5.00 1.18
H 3.09 -4.08 3.35
H -0.12 2.56 -1.45
H 3.86 3.36 2.72
H 1.81 2.92 -2.96
H -0.16 0.16 5.32
H 0.94 4.67 1.09
H -3.40 -2.04 -0.79
H -1.25 -5.10 3.48
H 3.73 1.63 -0.14
H 1.07 -3.38 -6.66
H -1.53 4.36 -2.44
H -4.46 1.40 0.21
H -1.00 2.53 5.46
H 1.98 -2.00 -6.05
H 1.13 -4.52 3.53
H 6.20 -1.42 0.89
*
```

Calculated values
- Strongest force on any atom: 4.33 eV/A
- Lowest unoccupied orbital energy: -3.97 eV
- E_HOMO: -9.95 eV
- Electronic energy: -134110.054 eV

---

[2]
Molecular formula: C53H73BrNP2SiV
Method: DFT, the ωB97M-V functional and the def2-TZVPD basis

```
! RIJCOSX wB97M-V def2-TZVPD def2/J DEFGRID3
* xyz 0 3
Br -0.79 -0.81 3.04
V -0.16 -0.06 -0.50
P 2.12 -0.66 -1.52
P -1.66 1.74 0.44
Si 1.37 1.21 0.90
N -0.33 -1.85 0.49
C -1.03 5.33 3.20
C -1.49 2.89 3.25
C -0.32 -2.90 -0.38
C 1.54 1.72 2.71
C -4.70 1.94 -0.06
C 2.87 0.40 -4.08
C -4.25 -0.41 -1.83
C -1.30 -1.22 -7.14
C 3.67 -3.36 -4.34
C 4.16 0.69 1.66
C -1.01 -3.45 2.17
C -1.58 -1.81 -5.92
C -2.67 4.31 1.54
C 3.30 -0.66 -0.12
C 1.73 3.73 -0.59
C 5.23 -0.18 1.82
C -0.94 4.02 -1.24
C -1.16 1.16 -3.48
C -0.98 -4.48 1.25
C -0.14 2.30 -3.63
C 1.33 4.78 -1.41
C 1.21 -3.87 -4.05
C -1.18 0.29 -4.75
C -0.98 0.13 -7.17
C 4.94 2.17 -3.02
C -0.63 -4.20 -0.06
C -2.25 2.86 1.92
C 2.98 0.66 -2.57
C -5.56 0.37 -1.85
C -0.40 3.95 3.35
C -2.56 1.82 -3.41
C 5.31 -1.33 1.04
C 3.75 -2.64 -3.00
C 2.61 -4.46 -4.29
C -0.92 0.87 -6.00
C 3.38 1.60 -4.88
C 2.34 -2.28 -2.43
C -0.59 -5.28 -1.12
C -0.69 -2.17 1.75
C 4.82 1.94 -4.52
C 4.35 -1.55 0.06
C -0.01 4.93 -1.74
C 4.44 0.97 -2.22
C -0.89 0.37 -2.19
C 3.15 0.46 0.72
C -1.53 -1.06 -4.74
C -1.65 5.42 1.81
C 0.82 2.79 -0.08
C -3.45 1.06 0.17
C 1.28 -2.43 -3.53
C -3.60 -0.34 -0.45
C -5.31 1.82 -1.46
C -0.56 2.97 -0.42
H 3.29 1.39 -5.95
H -3.57 4.53 2.12
H -1.28 -3.61 3.20
H 4.25 -3.31 -2.31
H 5.16 2.81 -5.08
H -2.23 3.12 4.03
H 2.63 -5.06 -5.20
H 2.87 -5.14 -3.47
H -3.46 0.82 1.24
H -1.00 -6.21 -0.74
H 0.30 2.56 -2.67
H -0.33 5.74 -2.38
H 2.21 2.58 2.81
H -2.16 6.38 1.69
H 2.06 5.49 -1.79
H -3.57 -0.01 -2.58
H 1.85 0.16 -4.36
H 0.35 3.82 2.57
H -1.17 -4.99 -2.00
H -5.46 1.61 0.66
H -0.28 6.11 3.33
H 4.34 3.05 -2.75
H -1.76 -1.56 -3.81
H -0.67 1.92 -6.06
H -0.77 0.61 -8.12
H -6.25 2.39 -1.47
H 2.39 1.56 -2.34
H 2.78 3.62 -0.35
H -4.23 -0.91 0.24
H -1.79 5.47 3.97
H -0.07 -2.64 -1.40
H 0.11 3.86 4.31
H 6.12 -2.03 1.18
H 5.08 0.11 -2.44
H 2.75 2.47 -4.67
H -0.60 3.21 -4.03
H 4.44 -2.43 -0.56
H -6.03 0.31 -2.83
H -1.34 -1.80 -8.05
H 0.65 -4.49 -3.35
H 1.51 -1.77 -4.36
H 5.97 2.40 -2.75
H 0.59 1.99 3.17
H -1.98 4.16 -1.51
H 4.64 -3.78 -4.58
H -2.78 2.15 -2.39
H -0.85 5.39 1.08
H 3.43 -2.66 -5.15
H 0.30 -2.10 -3.17
H -4.42 -1.46 -2.09
H 0.43 -5.47 -1.44
H 4.56 1.18 -1.16
H -1.46 -0.59 -2.21
H -3.18 2.36 2.17
H -1.22 -5.49 1.56
H 0.66 2.04 -4.31
H -1.85 -2.86 -5.87
H -2.98 4.37 0.50
H 4.09 1.54 2.32
H 3.48 -0.46 -4.35
H -3.35 1.13 -3.72
H 4.38 -1.76 -3.08
H 2.09 -3.01 -1.65
H 5.47 1.10 -4.81
H 0.63 -3.86 -4.99
H 1.96 0.89 3.29
H -1.12 1.89 3.48
H -4.66 2.29 -2.19
H -2.61 2.68 -4.08
H 5.99 0.02 2.57
H -2.63 -0.85 -0.46
H -4.50 2.98 0.17
H -6.25 -0.07 -1.12
*
```

Calculated values
- Strongest force on any atom: 1.45 eV/A
- Lowest unoccupied orbital energy (spin up / spin down): 0.17 / 0.06 eV
- E_HOMO (spin up / spin down): -5.81 / -6.47 eV
- Expectation value of S²: 2.25
- Relative energy (zero: lowest compared OMol25 entry of this formula, charge and spin): 0.00 kJ/mol
- Electronic energy: -179819.159 eV